1.
This record from the OMol25 dataset describes C6H8O5P as an isolated structure in a non-equilibrium geometry. The level of theory is ωB97M-V/def2-TZVPD.

Calculated values
* total charge: -1
* E: -25878.389 eV
* HOMO-LUMO gap: 7.88 eV

Structure (XYZ):
```
20
Properties=species:S:1:pos:R:3:forces:R:3:lowdin_charge:R:1
H 2.28690 0.04445 -1.95212 -0.63 -0.64 0.77 0.133
C -0.32509 0.31110 -0.02467 0.00 0.93 -0.20 -0.422
O -2.06714 -1.64502 -0.40199 -0.50 -0.78 0.11 -0.519
O 0.52157 -0.18059 0.97496 0.28 -1.32 0.39 0.039
C 1.67420 -0.47272 -1.16037 2.17 5.10 -0.53 -0.173
C 1.33859 -1.67970 -1.24829 -2.02 -5.82 1.98 -0.039
H -2.69360 -0.98439 1.34650 -1.08 0.01 0.35 0.005
P -1.56995 -0.49010 -1.20594 0.40 0.92 0.23 0.824
H 1.47503 2.56137 -0.34444 -0.41 1.49 -1.78 0.053
H 2.93695 1.73204 0.26548 -0.24 -0.10 -0.37 0.081
C -1.29559 1.39387 0.33755 -0.50 0.37 -0.71 -0.579
H 1.69657 -2.24974 -2.06969 0.01 -0.74 -0.50 0.046
O -1.19844 2.31503 1.11212 -0.11 -0.09 -0.03 0.078
H 1.47365 2.01020 1.18727 0.07 -0.04 0.42 0.081
C 1.84188 1.76235 0.19894 0.21 -2.00 1.74 0.006
O -3.12611 -1.52802 2.04998 -0.56 2.41 -0.09 -0.088
C 1.16233 0.42333 -0.12257 -0.44 1.84 0.07 -0.440
H -2.52888 -2.21454 1.90840 1.31 -2.57 0.03 -0.029
H 0.72467 -2.21963 -0.37347 1.33 1.32 -2.27 0.134
O -2.32754 1.11069 -0.47767 0.72 -0.28 0.39 -0.190
```
Positions in Å, forces in eV/Å.



2.
This record from the OMol25 dataset describes a 2-piece molecular cluster, C6H8O6 overall. The level of theory is ωB97M-V/def2-TZVPD.

Calculated values
* SMILES string: O=C1OCCO1.O=C1OCCO1
* E: -18636.741 eV
* HOMO-LUMO gap: 11.16 eV

Structure (XYZ):
```
20
Properties=species:S:1:pos:R:3:forces:R:3:lowdin_charge:R:1
H -0.19875 3.44020 2.82158 0.22 -0.30 0.13 0.129
H -1.99701 2.38290 0.64579 0.02 -0.06 -0.02 0.129
C 0.29821 0.80825 1.57365 -0.49 0.03 0.07 -0.568
O -1.05965 0.82953 1.62768 0.24 -0.03 -0.01 0.057
C -1.52715 2.17600 1.60643 0.30 0.32 0.10 -0.105
H -0.13619 3.80499 1.11188 0.07 -0.11 -0.08 0.129
H 0.64640 -2.96081 -0.03358 0.29 0.25 -0.12 0.128
H 0.60592 -0.23541 -1.13896 -0.18 0.02 -0.03 0.115
C 0.98504 -1.22133 -1.37607 0.22 -0.44 0.79 -0.128
H -2.24635 2.33183 2.40640 -0.04 -0.14 -0.01 0.128
O 0.80272 2.05330 1.62502 0.13 -0.07 0.12 0.075
O 0.94042 -0.18430 1.48400 0.19 -0.23 -0.06 0.164
O 0.96755 -1.41898 -2.77874 -0.15 -0.07 -0.22 0.063
O 0.04568 -3.27016 -1.95082 -0.32 0.35 -0.11 0.059
H -0.81580 -2.13375 -0.39959 -0.11 0.15 -0.56 0.127
C 0.15778 -2.39097 -0.82527 0.01 -0.34 0.54 -0.111
O 0.34349 -3.06752 -4.17243 -0.09 -0.07 -0.20 0.165
C 0.42856 -2.62556 -3.07664 0.26 -0.04 0.24 -0.573
C -0.23869 2.99192 1.82907 -0.66 0.56 -0.25 -0.113
H 1.99783 -1.31013 -0.97941 0.09 0.21 -0.30 0.131
```
Positions in Å, forces in eV/Å.